No. 1
Entry from the OMol25 dataset: the molecule C2H4IN (wB97M-V/def2-TZVPD).

Results
Electronic energy ... -431.0122 hartree
Structure (SMILES) ... C=NCI
Frontier orbital gap ... 9.82 eV
Net charge ... 0
Relative energy (zero: lowest compared OMol25 entry of this formula, charge and spin) ... 0.571 eV
LUMO energy ... 0.016 Eh
HOMO energy ... -0.3442 hartree

Last column: natural (NBO) charge in e.
Geometry (Å):
H (-0.55761, 1.13676, -0.89860)  0.217
H (1.68233, -1.69690, 0.00247)  0.177
C (-0.74526, 0.54036, -0.00512)  -0.347
I (-2.87649, 0.13440, 0.00158)  0.050
H (1.87302, 0.14917, 0.01649)  0.140
H (-0.55322, 1.14130, 0.88452)  0.216
C (1.21343, -0.72437, 0.00493)  -0.028
N (-0.03620, -0.68072, -0.00627)  -0.425

***

No. 2
Entry from the OMol25 dataset: the ion C2H4IN4 with charge +1 at a distorted geometry (wB97M-V/def2-TZVPD).

Results
Electronic energy ... -594.9689 hartree
Structure (SMILES) ... I[C@H]1N=NNC=[NH+]1
Frontier orbital gap (spin up / spin down) ... 7.31 / 7.31 eV
Net charge ... +1
Relative energy (zero: lowest compared OMol25 entry of this formula, charge and spin) ... 2.112 eV
LUMO energy (spin up / spin down) ... -0.226 / -0.226 Eh
HOMO energy (spin up / spin down) ... -0.4950 / -0.4950 hartree

Last column: natural (NBO) charge in e.
Geometry (Å):
C (0.96249, 0.72622, -0.17769)  0.390
H (-2.08700, -0.32425, -0.80266)  0.270
C (-1.11767, -0.36027, -0.32944)  0.082
H (-0.21932, 0.80201, -1.84037)  0.467
N (-0.16069, -0.10876, 1.71692)  0.097
N (1.01770, 0.29696, 1.07211)  -0.399
H (1.79415, 0.50012, 1.69705)  0.462
H (1.74099, 1.36313, -0.58475)  0.263
I (-0.70749, -2.93304, -0.89224)  0.004
N (-0.09348, 0.42089, -0.90652)  -0.519
N (-1.12967, -0.38301, 1.04759)  -0.116

***

No. 3
Entry from the OMol25 dataset: a structure of composition C2H4INO at a distorted geometry (wB97M-V/def2-TZVPD).

Results
Electronic energy ... -506.1811 hartree
Frontier orbital gap ... 8.98 eV
Net charge ... 0
Relative energy (zero: lowest compared OMol25 entry of this formula, charge and spin) ... 2.533 eV
LUMO energy ... 0.017 Eh
HOMO energy ... -0.3128 hartree

Last column: natural (NBO) charge in e.
Geometry (Å):
H (0.18934, 1.44618, 0.99334)  0.198
C (-1.38967, -0.62432, -1.01570)  0.051
H (1.39725, -1.24472, 0.54021)  0.389
H (2.07395, 0.11233, -0.12445)  0.384
O (-0.86601, 0.48040, -0.47773)  -0.578
C (0.12172, 0.37538, 0.69596)  0.074
H (-0.16215, -0.32026, 1.47242)  0.203
I (-2.64566, 0.03691, -2.46372)  0.113
N (1.28123, -0.26191, 0.37966)  -0.834

***

No. 4
Entry from the OMol25 dataset: the molecule C2H4INO at a distorted geometry (wB97M-V/def2-TZVPD).

Results
Electronic energy ... -506.0965 hartree
Frontier orbital gap (spin up / spin down) ... 6.80 / 6.78 eV
Net charge ... 0
Relative energy (zero: lowest compared OMol25 entry of this formula, charge and spin) ... 4.833 eV
LUMO energy (spin up / spin down) ... -0.076 / -0.076 Eh
HOMO energy (spin up / spin down) ... -0.3262 / -0.3257 hartree

Last column: natural (NBO) charge in e.
Geometry (Å):
C (0.75640, -1.04359, 0.12802)  -0.422
C (0.73814, 0.00255, 0.91677)  0.154
H (1.08854, -0.93983, -0.85514)  0.198
N (-1.32015, 0.41803, -1.38211)  -0.926
H (0.59764, -2.07251, 0.56615)  0.216
O (0.71869, 1.32017, 0.72715)  -0.676
H (-2.31639, 0.34766, -0.99808)  0.355
I (-0.61077, 2.17262, -1.06402)  0.962
H (0.34790, -0.20511, 1.96126)  0.140

***

No. 5
Entry from the OMol25 dataset: the molecule C2H4INO2 at a distorted geometry (wB97M-V/def2-TZVPD).

Results
Electronic energy ... -581.5247 hartree
Structure (SMILES) ... NC(=O)[C@H](O)I
Frontier orbital gap ... 9.31 eV
Net charge ... 0
Relative energy (zero: lowest compared OMol25 entry of this formula, charge and spin) ... 0.196 eV
LUMO energy ... 0.000 Eh
HOMO energy ... -0.3426 hartree

Last column: natural (NBO) charge in e.
Geometry (Å):
H (0.78919, 1.66961, 1.17741)  0.436
H (-1.02336, -1.38482, -1.18055)  0.495
H (-0.41068, 0.86489, 2.32963)  0.418
I (2.30713, -0.94558, -0.46230)  -0.120
O (-1.41341, -0.80784, 0.59552)  -0.618
N (-0.01292, 0.87278, 1.38912)  -0.831
O (-0.43198, -0.98492, -1.73984)  -0.660
C (0.19558, -0.10614, -0.98919)  0.027
H (0.48585, 0.84415, -1.59485)  0.223
C (-0.48540, -0.02212, 0.47506)  0.629

***

No. 6
Entry from the OMol25 dataset: the molecule C2H4INO2 at a distorted geometry (wB97M-V/def2-TZVPD).

Results
Electronic energy ... -581.4146 hartree
Structure (SMILES) ... C[C@@H](I)[N+](=O)[O-]
Frontier orbital gap ... 9.85 eV
Net charge ... 0
Relative energy (zero: lowest compared OMol25 entry of this formula, charge and spin) ... 3.192 eV
LUMO energy ... -0.007 Eh
HOMO energy ... -0.3695 hartree

Last column: natural (NBO) charge in e.
Geometry (Å):
N (0.44361, -0.97258, -0.91868)  0.534
I (-2.10290, -1.02056, 0.79511)  0.151
H (-0.19113, 1.65195, 1.32114)  0.237
C (-0.09967, -0.35334, 0.52820)  -0.244
H (0.49219, -1.02003, 1.17313)  0.240
O (0.31040, -0.20183, -1.82218)  -0.383
C (0.05196, 1.15857, 0.34557)  -0.669
O (0.83499, -2.08619, -0.96495)  -0.357
H (1.02559, 1.28505, -0.09688)  0.241
H (-0.76505, 1.55895, -0.36046)  0.251